No. 1
# C5H6O2

C5H6O2 in the gas phase (the ωB97M-V functional and the def2-TZVPD basis, the OMol25 dataset).

Largest force on an atom = 0.4 eV/A
Energy relative to the best compared isomer or geometry (same formula, charge and spin) = 84.5 kcal/mol
Molecular weight = 98.10 g/mol
2S+1 = 1

```
13
Properties=species:S:1:pos:R:3:forces:R:3:mulliken_charge:R:1
C -1.331 -1.315 -0.045 0.0 0.0 0.0 -1.14
C -0.361 -0.380 0.641 -0.1 -0.1 0.1 0.67
O 1.042 -0.714 -0.168 0.1 0.3 -0.1 -0.37
C 1.743 0.242 -0.625 0.0 0.1 0.0 0.28
O 1.532 1.474 -0.541 0.0 -0.3 0.0 -0.40
C -0.685 1.015 0.664 0.3 0.2 -0.1 -0.90
C 0.085 1.921 0.187 -0.2 -0.1 0.1 -0.16
H -1.560 -0.965 -1.056 0.0 0.0 0.1 0.31
H -2.260 -1.326 0.532 0.1 0.0 -0.1 0.34
H -0.930 -2.332 -0.094 0.0 0.2 0.0 0.34
H -0.058 -0.755 1.621 0.0 0.1 -0.1 0.24
H 2.651 -0.066 -1.162 -0.1 0.0 0.1 0.38
H 0.165 2.988 0.063 0.0 -0.2 0.0 0.41
```
Positions in Å, forces in eV/Å.

No. 2
# C23H38O21

7 unconnected molecules or ions with the total composition C23H38O21 at a distorted geometry (the ωB97M-V functional and the def2-TZVPD basis, the OMol25 dataset).

Largest force on an atom = 5.8 eV/A
Calculated total energy = -67460.019 eV
Molecular weight = 650.54 g/mol
2S+1 = 1
SMILES = C[C@H]1COC(=O)O1.C[C@H]1COC(=O)O1.COC(=O)OC.COC(=O)OC.COC(=O)OC.O=C1OCCO1.O=C1OCCO1

```
82
Properties=species:S:1:pos:R:3:forces:R:3:mulliken_charge:R:1
C 5.575 6.671 4.979 0.7 -1.7 0.0 -1.40
C 4.173 6.512 5.525 0.8 3.1 -0.2 0.43
C 3.020 6.688 4.510 0.5 0.9 0.0 -0.30
O 2.683 5.364 4.301 -1.7 -1.8 -1.2 -0.33
C 2.971 4.656 5.391 -0.6 -3.2 0.0 0.69
O 2.485 3.595 5.735 0.6 1.9 -0.8 -0.57
O 4.006 5.215 5.974 0.6 -0.4 2.0 -0.34
H 5.739 5.769 4.389 0.3 0.3 -0.8 0.35
H 6.244 6.489 5.820 0.1 0.3 0.2 0.36
H 5.909 7.588 4.494 -0.6 -0.1 -0.1 0.36
H 4.211 7.206 6.365 -1.1 -0.1 0.2 0.24
H 3.355 7.127 3.570 0.0 0.0 0.1 0.24
H 2.081 7.156 4.807 0.4 0.6 0.5 0.26
C 5.537 -1.959 1.600 0.6 0.7 -0.6 -1.19
C 5.983 -1.102 0.343 -0.2 -0.1 0.7 0.49
C 7.117 -0.080 0.467 0.0 -0.4 2.8 -0.44
O 7.970 -0.325 -0.578 1.3 1.4 -1.2 -0.31
C 7.489 -1.257 -1.362 2.4 -1.3 -4.0 0.68
O 7.993 -1.511 -2.473 -2.0 0.4 3.5 -0.60
O 6.513 -1.897 -0.735 -1.8 -0.9 -0.3 -0.36
H 6.299 -2.031 2.376 0.3 0.3 -0.1 0.32
H 5.280 -3.001 1.409 -0.1 0.2 -0.7 0.33
H 4.661 -1.491 2.048 0.1 0.0 0.0 0.32
H 5.150 -0.458 0.060 -0.6 -0.9 -0.7 0.19
H 7.689 -0.356 1.353 0.0 0.7 0.5 0.27
H 6.783 0.958 0.449 0.1 -0.1 0.2 0.30
C -0.061 -5.847 4.736 -0.2 0.3 0.0 -0.63
O -0.680 -6.055 3.431 0.9 0.6 -0.5 -0.32
C -1.972 -6.397 3.352 0.4 -0.7 1.7 0.75
O -2.454 -7.077 4.242 -0.9 1.1 -1.8 -0.55
O -2.504 -5.885 2.194 3.0 -1.3 1.5 -0.27
C -3.846 -5.737 2.085 -3.3 1.0 0.0 -0.69
H -0.316 -4.831 5.038 -0.2 -0.1 0.2 0.29
H 1.027 -5.859 4.673 -0.1 -0.2 -0.8 0.24
H -0.315 -6.564 5.517 -0.5 -0.1 -0.4 0.30
H -4.099 -5.413 1.076 0.4 -0.3 -0.1 0.26
H -4.201 -4.920 2.714 0.1 0.2 0.3 0.30
H -4.521 -6.553 2.343 0.6 -0.6 0.0 0.30
C -3.452 -6.894 -5.730 2.8 1.2 -2.4 -0.62
O -4.242 -7.922 -5.390 -4.1 -2.5 2.1 -0.31
C -4.025 -9.194 -5.731 3.1 -1.2 1.0 0.76
O -2.995 -9.547 -6.300 -2.4 0.5 0.3 -0.55
O -4.854 -10.133 -5.151 1.0 0.6 -3.2 -0.31
C -5.581 -9.904 -3.998 0.3 0.8 1.5 -0.58
H -3.599 -6.718 -6.796 -0.1 0.6 -0.1 0.28
H -2.410 -7.215 -5.691 0.2 0.2 0.4 0.32
H -3.599 -5.969 -5.174 -0.4 -0.5 0.3 0.23
H -4.797 -9.881 -3.241 -0.5 0.4 0.7 0.29
H -6.229 -10.742 -3.741 0.0 -0.1 -0.6 0.23
H -6.154 -8.978 -4.043 0.0 0.0 0.2 0.27
C -10.405 4.983 2.373 -0.4 -0.3 0.1 -0.59
O -9.813 6.128 1.731 2.7 0.5 -0.2 -0.30
C -8.459 6.091 1.287 -0.3 0.2 -3.8 0.75
O -7.896 6.912 0.525 -2.4 -2.0 3.4 -0.56
O -7.984 4.851 1.458 0.0 -0.4 0.8 -0.33
C -6.927 4.271 0.665 0.7 1.2 0.3 -0.61
H -11.477 5.178 2.384 0.1 0.2 -0.3 0.26
H -10.142 4.819 3.418 0.5 0.5 0.0 0.28
H -10.230 4.028 1.877 0.2 0.3 -0.4 0.27
H -6.689 3.327 1.156 -0.5 -0.2 -0.5 0.25
H -5.991 4.829 0.697 -0.1 0.5 0.4 0.29
H -7.167 4.285 -0.398 -0.5 -0.6 0.2 0.30
O -0.333 0.370 -4.426 -0.1 0.4 1.0 -0.54
C -0.457 0.387 -3.231 -1.4 -2.3 -2.3 0.67
O 0.304 0.977 -2.373 2.9 1.0 -0.1 -0.29
C -0.348 1.027 -1.137 0.2 0.5 0.8 -0.30
C -1.041 -0.318 -1.132 -1.6 1.3 -1.4 -0.24
O -1.424 -0.339 -2.574 0.8 -0.2 1.0 -0.35
H 0.357 1.203 -0.324 0.1 -0.2 -0.2 0.26
H -0.913 1.940 -1.324 -1.1 -0.3 1.2 0.26
H -1.998 -0.311 -0.609 0.3 -0.3 0.3 0.28
H -0.384 -1.147 -0.868 -0.1 0.0 -0.2 0.25
O 4.470 5.334 -2.459 0.4 -0.5 -4.9 -0.61
C 4.645 5.015 -3.667 -0.9 0.7 5.7 0.67
O 5.316 3.903 -3.966 0.1 0.4 0.5 -0.27
C 5.448 3.840 -5.348 -0.3 -0.7 -1.7 -0.29
C 4.425 4.851 -5.884 0.1 -1.4 -1.0 -0.27
O 4.155 5.631 -4.749 0.1 0.9 0.5 -0.31
H 6.460 4.092 -5.666 0.1 -0.2 0.1 0.27
H 5.152 2.834 -5.649 0.5 0.0 -0.2 0.27
H 3.513 4.370 -6.239 -0.2 -0.1 0.4 0.25
H 4.797 5.346 -6.781 0.2 0.8 0.6 0.29
```
Positions in Å, forces in eV/Å.

No. 3
# C10H16Cl2N2Pd

A molecular structure, C10H16Cl2N2Pd at a distorted geometry (the ωB97M-V functional and the def2-TZVPD basis, the OMol25 dataset).

Largest force on an atom = 3.7 eV/A
Energy relative to the best compared isomer or geometry (same formula, charge and spin) = 0.0 kcal/mol
Molecular weight = 341.58 g/mol
2S+1 = 5

```
31
Properties=species:S:1:pos:R:3:forces:R:3:mulliken_spin:R:1
Pd 0.464 -2.626 1.470 -1.0 -1.2 -1.3 1.30
Cl -1.147 -3.246 -0.133 0.5 0.3 0.8 0.32
Cl 0.692 -4.164 3.154 0.1 0.2 0.0 0.34
C -1.573 1.793 0.293 -0.7 0.9 0.9 0.05
H -1.952 2.818 0.140 0.0 -0.2 0.3 0.00
H -2.460 1.159 0.392 0.3 -0.2 -0.2 -0.01
C 0.186 0.260 -0.650 -1.1 1.4 2.7 0.48
C -0.671 1.501 -0.860 1.1 -1.7 -0.9 0.11
H 0.730 0.204 0.325 -0.6 0.3 -1.3 0.17
C -1.368 1.351 -2.235 0.3 0.0 -0.4 -0.03
H 0.053 2.328 -0.921 -0.2 0.2 -0.1 0.07
C -1.767 -0.117 -2.581 -0.1 0.0 0.1 0.06
H -2.227 2.039 -2.316 0.3 -0.3 0.0 0.00
H -0.598 1.687 -2.963 -0.6 -0.2 0.0 -0.01
C -0.517 -0.999 -2.759 0.6 0.2 0.2 -0.01
H -2.396 -0.551 -1.779 0.3 0.3 -0.2 0.00
H -2.374 -0.163 -3.509 0.3 0.2 0.5 0.00
C 0.540 -0.704 -1.631 0.4 -1.4 -1.3 0.08
H -0.770 -2.080 -2.769 0.1 0.7 0.1 0.00
H -0.036 -0.771 -3.728 -0.3 -0.1 0.3 -0.01
H 0.859 -1.648 -1.123 -0.1 0.6 -0.6 0.01
H 1.445 -0.221 -2.027 0.4 -0.6 -0.8 0.09
N 0.841 0.307 2.124 0.6 2.4 2.8 0.23
C 1.541 1.073 2.986 -1.4 -1.0 -2.0 0.04
C 2.508 0.285 3.634 0.8 -0.1 0.3 0.34
C 2.350 -1.023 3.150 -2.6 -0.6 -2.2 0.03
N 1.325 -0.977 2.244 2.8 -0.6 2.2 0.35
H -1.024 1.764 1.254 -0.3 0.0 -0.5 0.00
H 1.311 2.117 3.107 0.0 0.0 0.0 0.00
H 3.261 0.595 4.327 0.1 0.2 0.4 0.01
H 2.777 -1.991 3.385 0.2 0.4 0.1 0.00
```
Positions in Å, forces in eV/Å.

No. 4
# C14H8BCl44IN3O4

12 unconnected molecules or ions with the total composition C14H8BCl44IN3O4 at a distorted geometry (the ωB97M-V functional and the def2-TZVPD basis, the OMol25 dataset).

Largest force on an atom = 1.8 eV/A
Net charge = +1
Energy relative to the best compared isomer or geometry (same formula, charge and spin) = 13.0 kcal/mol
Molecular weight = 1979.88 g/mol
2S+1 = 1

```
75
Properties=species:S:1:pos:R:3:forces:R:3:mulliken_charge:R:1
N 2.850 -4.999 0.375 -0.2 -0.8 0.4 0.01
C 2.715 -3.713 0.334 0.3 -0.1 0.1 -0.32
N 3.743 -2.977 -0.250 -1.1 0.1 -1.4 -0.03
C 3.043 -2.058 -1.192 1.0 0.4 -0.4 -0.48
I 4.467 -1.042 -2.418 -0.3 -0.1 0.3 0.15
O 2.305 -1.165 -0.427 0.0 0.1 0.0 -0.31
C 1.230 -1.809 0.178 -1.0 1.2 -0.2 0.63
O 0.242 -1.997 -0.769 0.8 -1.2 0.6 -0.49
B -0.642 -3.094 -0.601 -0.3 -0.1 -0.7 1.23
O -1.396 -3.318 0.497 0.6 0.1 0.7 -0.28
O -0.756 -3.985 -1.649 0.4 -0.1 0.1 -0.53
N 1.595 -3.090 0.876 0.9 0.3 0.6 -0.18
H 2.590 -5.531 1.201 -1.0 -0.1 -0.4 0.27
H 3.280 -5.519 -0.381 1.2 0.4 0.4 0.30
H 4.007 -2.344 0.512 0.6 -0.1 -0.1 0.24
H 2.435 -2.643 -1.874 -0.2 -0.1 -0.1 0.51
H 0.860 -1.122 0.933 0.4 -0.3 0.2 -0.38
H -1.012 -2.963 1.309 -0.5 0.2 0.0 0.15
H -0.061 -4.654 -1.644 -0.3 0.0 -0.2 0.27
H 1.857 -2.817 1.829 -0.5 -0.2 0.2 0.38
C 5.834 -4.828 2.979 0.2 -0.1 0.0 0.35
Cl 5.684 -3.132 2.480 0.0 0.2 0.1 -0.10
Cl 4.255 -5.405 3.561 -0.1 0.0 0.0 -0.13
Cl 6.336 -5.787 1.590 -0.1 -0.1 0.1 -0.02
Cl 7.017 -4.955 4.267 -0.1 0.0 -0.1 -0.06
C -3.426 -0.466 -2.219 -0.1 0.0 0.1 0.07
Cl -3.417 0.350 -3.781 0.0 0.0 0.0 -0.10
Cl -2.795 0.615 -0.973 0.1 -0.2 -0.4 0.12
Cl -5.075 -0.938 -1.803 0.0 0.0 0.0 -0.08
Cl -2.408 -1.916 -2.306 -0.4 0.2 -0.4 -0.08
C -4.373 -0.157 2.773 -0.1 0.0 -0.1 0.04
Cl -3.491 0.300 4.233 0.0 0.0 0.0 -0.09
Cl -5.983 -0.727 3.215 0.0 0.0 0.0 -0.10
Cl -4.517 1.235 1.691 -0.1 -0.3 0.6 0.11
Cl -3.504 -1.460 1.938 0.0 0.0 0.0 0.05
C 8.952 -4.787 -1.537 0.1 0.0 0.0 0.31
Cl 8.126 -3.665 -0.444 0.0 0.1 -0.1 -0.07
Cl 10.639 -4.941 -1.067 -0.2 0.0 0.2 -0.03
Cl 8.165 -6.372 -1.450 0.0 0.0 0.0 -0.12
Cl 8.853 -4.174 -3.190 0.0 0.0 0.0 -0.10
C -0.341 2.426 1.743 0.0 0.3 0.0 0.20
Cl -1.550 2.946 0.578 0.2 0.0 0.4 0.14
Cl 1.196 3.222 1.398 0.0 -0.1 0.0 -0.09
Cl -0.862 2.836 3.373 0.0 0.0 0.0 -0.09
Cl -0.141 0.661 1.612 -0.2 0.3 0.2 -0.17
C 14.305 -5.353 -3.015 0.0 0.0 -0.1 0.36
Cl 14.881 -6.982 -3.373 0.0 0.0 0.0 -0.09
Cl 12.645 -5.173 -3.592 0.2 0.0 -0.2 -0.07
Cl 14.342 -5.086 -1.265 0.0 0.0 0.0 -0.11
Cl 15.341 -4.169 -3.813 0.0 0.0 0.0 -0.09
C -0.043 6.767 -0.604 0.0 0.0 0.0 0.28
Cl -0.722 6.719 1.028 0.0 0.0 0.0 -0.07
Cl -0.713 8.141 -1.482 0.0 0.0 0.0 -0.09
Cl 1.715 6.922 -0.507 0.0 0.0 0.0 -0.09
Cl -0.454 5.268 -1.443 0.1 0.1 -0.2 -0.05
C -5.476 5.031 0.801 0.0 0.1 0.0 0.20
Cl -4.591 5.587 2.226 0.0 0.0 0.0 -0.10
Cl -7.088 4.496 1.276 0.0 0.0 0.0 -0.09
Cl -5.602 6.343 -0.367 0.0 0.0 0.0 -0.04
Cl -4.600 3.675 0.071 -0.2 0.3 -0.4 -0.02
C -6.901 10.427 -0.209 0.1 0.0 0.1 0.37
Cl -7.709 9.254 0.856 0.2 0.2 0.0 -0.11
Cl -5.495 11.088 0.634 0.0 -0.1 0.0 -0.10
Cl -6.377 9.598 -1.680 0.0 0.0 0.0 -0.10
Cl -7.990 11.743 -0.634 0.0 0.0 0.0 -0.07
C -3.094 -6.636 0.912 -0.3 0.0 -0.1 0.26
Cl -3.784 -6.550 2.534 0.1 0.0 0.0 -0.09
Cl -3.686 -5.290 -0.056 0.0 -0.1 0.0 -0.02
Cl -1.319 -6.565 1.033 0.1 0.0 0.0 -0.11
Cl -3.553 -8.161 0.154 0.0 0.0 0.0 -0.09
C -12.111 9.772 -0.996 0.0 0.0 0.0 0.28
Cl -13.262 8.604 -0.336 0.0 0.0 0.0 -0.10
Cl -12.713 11.411 -0.723 0.0 0.0 0.0 -0.10
Cl -10.546 9.579 -0.197 -0.4 -0.1 -0.1 0.03
Cl -11.921 9.495 -2.731 0.0 0.0 0.0 -0.10
```
Positions in Å, forces in eV/Å.

No. 5
# C20H17ClNO8S

2 unconnected molecules or ions with the total composition C20H17ClNO8S at a distorted geometry (the ωB97M-V functional and the def2-TZVPD basis, the OMol25 dataset).

Largest force on an atom = 3.5 eV/A
Net charge = -1
Energy relative to the best compared isomer or geometry (same formula, charge and spin) = 0.0 kcal/mol
Molecular weight = 466.88 g/mol
2S+1 = 1

```
48
Properties=species:S:1:pos:R:3:forces:R:3:mulliken_charge:R:1
O -8.931 -1.010 0.683 1.1 1.9 -0.1 -0.60
N -8.271 0.055 0.649 -2.4 0.2 -0.4 0.91
O -8.802 1.191 0.608 0.8 -2.1 0.0 -0.60
C -6.844 -0.015 0.682 1.8 0.0 0.4 -0.03
C -6.101 1.173 0.763 -0.3 -0.4 0.1 -0.42
C -4.752 1.121 1.110 -0.1 0.0 -0.4 -0.36
C -4.099 -0.100 1.323 -0.5 0.0 0.5 0.10
S -2.373 -0.113 1.974 2.6 -0.9 -2.0 1.13
C -1.036 -0.379 0.787 -1.9 -1.4 2.6 -0.52
Cl -0.776 0.890 -0.287 0.1 1.4 -1.5 -0.25
O -2.188 1.212 2.513 -0.6 0.3 0.2 -0.70
O -2.336 -1.269 2.845 -0.5 -0.1 0.2 -0.70
C -4.844 -1.289 1.185 0.0 0.2 -0.4 -0.44
C -6.192 -1.256 0.829 -0.3 0.4 0.1 -0.45
H -6.608 2.122 0.605 0.2 -0.2 0.2 0.41
H -4.233 2.063 1.237 0.2 -0.2 0.0 0.41
H -1.007 -1.389 0.351 -0.4 0.5 0.1 0.38
H -4.385 -2.252 1.381 0.1 0.2 0.0 0.39
H -6.786 -2.159 0.703 0.2 0.1 0.2 0.42
C 4.576 -0.527 -3.365 0.1 0.0 0.0 -1.45
C 3.120 -0.973 -3.451 -0.8 -0.1 0.3 1.51
C 2.776 -1.350 -4.883 -0.1 0.0 0.6 -1.66
O 2.860 -2.154 -2.648 0.5 0.4 0.0 -0.35
C 2.651 -2.028 -1.299 -1.0 -0.8 0.5 -0.01
O 2.594 -3.028 -0.604 0.3 0.9 -1.0 -0.67
C 2.467 -0.660 -0.769 -0.5 -0.2 -0.6 0.67
C 2.212 -0.560 0.573 1.4 -0.2 -0.4 -0.42
C 2.700 0.487 1.444 0.0 0.8 0.7 0.85
C 3.544 1.541 1.003 -0.5 -0.1 0.3 -0.08
C 3.950 2.544 1.888 -0.2 -0.7 0.1 -0.82
C 3.584 2.447 3.243 -0.1 -0.4 -0.2 -0.24
C 2.841 1.344 3.717 0.6 0.4 -0.3 -0.71
C 2.435 0.358 2.827 -0.3 0.1 -0.6 -0.27
C 2.293 0.446 -1.730 0.6 1.3 0.2 0.30
O 2.184 1.620 -1.458 -0.2 -0.9 -0.5 -0.60
O 2.204 0.073 -3.058 0.8 -0.6 0.1 -0.43
H 4.910 -0.342 -2.335 -0.1 -0.1 -0.3 0.28
H 5.195 -1.308 -3.829 -0.1 0.2 0.3 0.44
H 4.701 0.388 -3.962 -0.1 -0.2 0.3 0.34
H 1.759 -1.748 -4.876 0.1 0.1 -0.3 0.41
H 2.853 -0.450 -5.498 -0.1 -0.2 0.0 0.38
H 3.482 -2.111 -5.228 -0.2 0.1 0.0 0.37
H 1.855 -1.476 1.031 0.2 0.0 0.2 0.41
H 3.837 1.564 -0.045 -0.1 0.2 0.4 0.26
H 4.568 3.365 1.509 -0.3 -0.3 0.3 0.36
H 3.913 3.203 3.955 -0.1 -0.1 -0.2 0.35
H 2.629 1.271 4.785 0.0 0.0 -0.4 0.36
H 1.869 -0.532 3.121 0.1 0.5 0.2 0.34
```
Positions in Å, forces in eV/Å.

Question: Among the records above, which one has the lowest largest force on an atom?
Answer: C5H6O2